{"formula": "C44H38AsP2PdS", "method": "the ωB97M-V functional and the def2-TZVPD basis", "elements": ["Pd", "S", "C", "C", "C", "C", "C", "C", "As", "C", "C", "C", "C", "C", "C", "C", "C", "C", "C", "C", "C", "H", "H", "H", "H", "H", "H", "H", "H", "H", "H", "H", "H", "H", "H", "C", "C", "P", "C", "C", "C", "C", "C", "C", "C", "C", "C", "C", "C", "C", "P", "C", "C", "C", "C", "C", "C", "C", "C", "C", "C", "C", "C", "H", "H", "H", "H", "H", "H", "H", "H", "H", "H", "H", "H", "H", "H", "H", "H", "H", "H", "H", "H", "H", "H", "H", "H"], "xyz": [[-0.97771, -0.45626, -1.25856], [-1.55201, -2.42975, -2.48620], [-0.13215, -3.22795, -3.20549], [-0.30145, -4.47478, -3.82358], [0.74108, -5.16273, -4.39852], [2.02951, -4.63130, -4.38304], [2.23034, -3.39952, -3.78540], [1.17463, -2.69558, -3.20931], [1.42670, -0.95495, -2.34566], [3.30819, -0.63523, -2.93806], [4.46105, -1.06912, -2.29474], [5.71727, -0.78379, -2.81252], [5.84262, -0.06316, -3.99037], [4.70103, 0.37265, -4.64587], [3.45010, 0.09254, -4.11662], [1.90866, -1.58993, -0.54048], [1.60796, -2.87113, -0.10144], [1.93853, -3.26495, 1.18861], [2.56706, -2.38490, 2.05500], [2.86891, -1.10020, 1.61991], [2.53650, -0.70760, 0.33416], [-1.30085, -4.89678, -3.83283], [0.55458, -6.12386, -4.86230], [2.85849, -5.16784, -4.82707], [3.23076, -2.98329, -3.77278], [4.38653, -1.64936, -1.38273], [6.60103, -1.13442, -2.29501], [6.82195, 0.15661, -4.39381], [4.78471, 0.93462, -5.56662], [2.56508, 0.44614, -4.63779], [1.10265, -3.56371, -0.76436], [1.68488, -4.26120, 1.52057], [2.80745, -2.69210, 3.06282], [3.35678, -0.39852, 2.28774], [2.76796, 0.30326, 0.00931], [-0.38563, 2.27465, 0.61879], [0.04685, 1.10046, 1.49086], [-1.38554, 0.45230, 2.44017], [-0.97547, -1.28373, 2.81941], [-1.35674, -2.21252, 1.86330], [-1.23333, -3.57192, 2.09745], [-0.73912, -4.03044, 3.31243], [-0.36221, -3.11273, 4.27860], [-0.48335, -1.74998, 4.03376], [-1.13211, 1.30908, 4.04622], [0.07911, 1.40379, 4.73026], [0.17487, 2.08922, 5.92887], [-0.94980, 2.70311, 6.46595], [-2.16088, 2.62533, 5.79846], [-2.24538, 1.93483, 4.59639], [-1.52113, 1.58868, -0.66919], [-1.39538, 2.91278, -1.96368], [-2.31921, 3.93793, -2.13454], [-2.14544, 4.90613, -3.11497], [-1.03492, 4.86594, -3.94298], [-0.11071, 3.83990, -3.78915], [-0.29840, 2.87211, -2.82050], [-3.21040, 1.94418, 0.00452], [-4.21736, 1.03318, -0.28586], [-5.49668, 1.20053, 0.21986], [-5.78671, 2.27985, 1.04073], [-4.79199, 3.20048, 1.33911], [-3.52056, 3.03151, 0.81651], [0.48606, 2.63896, 0.05984], [-0.79847, 3.11296, 1.18200], [0.87182, 1.33694, 2.16879], [0.37020, 0.33861, 0.78015], [-1.75999, -1.90071, 0.90609], [-1.52729, -4.26633, 1.32051], [-0.65159, -5.09120, 3.50075], [0.01839, -3.45308, 5.23345], [-0.20937, -1.05134, 4.80977], [0.96136, 0.92308, 4.32341], [1.12393, 2.14545, 6.44510], [-0.87780, 3.24335, 7.40079], [-3.04019, 3.10474, 6.20686], [-3.18719, 1.87878, 4.06780], [-3.19708, 3.97946, -1.50634], [-2.88383, 5.68840, -3.23150], [-0.89637, 5.61691, -4.70918], [0.75190, 3.78408, -4.43911], [0.40716, 2.04364, -2.73294], [-3.97049, 0.16942, -0.89309], [-6.26478, 0.47642, -0.01342], [-6.78038, 2.40268, 1.45104], [-5.00429, 4.04607, 1.97987], [-2.75294, 3.75611, 1.06161]], "atomic_forces_ev_per_a": [[-0.013, 0.003, -0.828], [0.472, -0.476, -0.043], [-0.023, 0.459, 0.217], [-0.471, -0.057, 0.056], [0.296, -0.053, -0.087], [-0.122, -0.075, -0.018], [0.020, 0.039, -0.024], [-0.219, 0.150, 0.188], [0.271, -0.220, 0.205], [-0.251, 0.066, -0.112], [0.015, -0.111, 0.127], [0.017, -0.003, -0.002], [0.007, 0.000, 0.005], [0.016, 0.006, -0.006], [-0.056, 0.072, -0.071], [-0.073, 0.084, -0.232], [0.002, -0.067, 0.008], [0.005, 0.001, -0.001], [-0.005, 0.056, -0.092], [0.049, 0.001, 0.098], [0.097, 0.035, -0.022], [0.031, 0.002, -0.005], [-0.003, -0.034, -0.015], [0.009, -0.003, -0.007], [-0.030, 0.022, 0.022], [-0.024, 0.013, 0.005], [0.037, -0.013, 0.021], [0.046, 0.012, -0.021], [0.000, 0.029, -0.048], [-0.009, -0.017, 0.031], [-0.001, 0.014, -0.007], [-0.008, -0.071, 0.038], [0.021, -0.020, 0.078], [-0.005, -0.010, 0.000], [-0.008, -0.033, -0.011], [0.221, 0.182, -0.081], [0.229, 0.054, 0.161], [-0.371, 0.043, 0.004], [0.081, 0.137, 0.297], [-0.096, -0.447, -0.374], [0.068, -0.094, 0.103], [-0.068, 0.068, -0.160], [0.002, 0.082, 0.048], [0.062, -0.122, 0.094], [-0.030, 0.025, -0.009], [0.132, -0.037, -0.076], [-0.051, 0.022, 0.014], [-0.004, 0.028, 0.042], [0.034, 0.010, 0.000], [-0.032, 0.021, 0.084], [-0.434, 0.258, -0.040], [-0.056, -0.063, 0.193], [-0.106, 0.025, 0.036], [0.063, -0.030, -0.046], [-0.001, -0.042, 0.044], [-0.006, 0.113, -0.107], [0.286, -0.360, 0.099], [0.168, 0.044, -0.002], [0.053, -0.112, -0.112], [-0.057, 0.031, 0.044], [-0.027, -0.001, 0.006], [-0.030, -0.044, -0.025], [0.179, 0.096, 0.044], [-0.108, 0.053, 0.074], [0.026, 0.024, 0.026], [0.069, 0.078, -0.163], [0.000, -0.236, 0.311], [-0.001, 0.204, -0.062], [-0.003, -0.022, -0.007], [0.010, -0.090, 0.024], [0.018, -0.006, 0.036], [0.023, 0.010, 0.075], [0.027, 0.016, -0.022], [0.040, 0.006, 0.024], [0.001, 0.016, 0.036], [-0.037, 0.028, 0.030], [-0.094, -0.005, -0.051], [-0.041, 0.025, 0.025], [-0.034, 0.038, -0.004], [0.013, 0.033, -0.033], [0.052, 0.002, -0.045], [-0.139, 0.151, -0.007], [0.009, -0.030, -0.021], [-0.046, -0.053, -0.016], [-0.048, -0.002, 0.011], [-0.014, 0.044, 0.034], [-0.023, 0.027, 0.002]], "homo_energy_ev": -3.5, "mol_weight_g_mol": 842.15, "orbital_gap_ha": 0.22267, "total_charge": -1}